# 1
Here is a structure of composition C23H33Br42FO3P from OMol25. Energies are from the ωB97M-V functional and the def2-TZVPD basis.

Structure (XYZ):
```
103
Properties=species:S:1:pos:R:3:forces:R:3
C 0.3631 -2.5194 4.7981 0.2760 -0.2703 -0.1755
C -0.2778 -2.0746 3.5219 1.0767 -0.2073 1.0920
O 0.6042 -1.8452 2.4652 0.2197 0.5750 -0.4844
C 1.4808 -2.8897 2.1482 -0.5051 -0.2477 0.4264
C 1.9376 -2.6724 0.7525 0.1945 -0.4868 0.3273
C 3.0100 -3.6636 0.3683 0.0517 0.7247 -0.4462
C 3.3674 -3.7127 -1.1151 -0.1645 -0.8335 0.1652
C 2.2974 -3.3307 -2.1005 -0.7819 0.2720 0.0259
P 1.0951 -4.6106 -2.3031 4.5156 -0.5784 2.0163
F -0.1009 -4.0931 -2.9655 -3.2487 1.4579 -1.2157
C 1.8191 -5.7702 -3.4377 -0.8487 -0.0222 -0.1769
C 1.8830 -5.1693 -4.8181 2.1518 0.4934 -1.3389
O 2.9541 -4.8857 -5.3192 -1.9695 -0.1861 0.8370
O 0.6896 -4.9207 -5.4115 0.4198 -0.0219 -0.1814
H 1.2112 -1.9128 5.0412 0.5455 0.4807 0.1753
H 0.6767 -3.5408 4.7675 0.3722 -0.7860 -0.0508
H -0.3386 -2.4524 5.5980 -0.6182 0.1507 0.6613
H -1.0259 -2.7805 3.2422 -0.8761 -0.8563 -0.4950
H -0.7985 -1.1644 3.7145 1.0632 -0.2715 0.2128
H 2.3153 -2.9319 2.8336 0.4536 0.0701 0.3878
H 0.9818 -3.8508 2.2156 -0.3745 -0.4845 0.1256
H 1.0480 -2.7049 0.1472 -0.3687 0.0871 -0.5396
H 2.3448 -1.6867 0.7542 0.1526 0.8004 -0.5157
H 2.8388 -4.6359 0.7832 -0.4022 -0.7704 0.1208
H 3.8955 -3.3094 0.8532 0.7539 0.0064 0.5072
H 3.6602 -4.7173 -1.3675 0.5125 -0.6652 0.0057
H 4.2345 -3.1144 -1.3008 0.2194 0.3399 -0.2743
H 1.7956 -2.4195 -1.8399 -0.3903 0.6300 0.2803
H 2.6975 -3.1496 -3.0744 0.4787 0.0617 -0.8408
H 0.8198 -5.2403 -1.0644 0.5152 0.6955 -0.5739
H 2.8117 -5.9763 -3.1094 0.7405 -0.3426 0.3256
H 1.2280 -6.6704 -3.4763 -0.1975 -0.5869 0.1302
H 0.2393 -5.7421 -5.6395 -0.3302 -0.0641 0.0552
C 0.3474 0.9086 -0.6226 0.1100 0.0599 0.1010
Br -0.1790 2.6000 -1.3433 -0.1067 0.0055 -0.0967
Br -0.4535 -0.5552 -1.5859 -0.1723 -0.0716 -0.0018
Br 2.2545 0.7028 -0.5660 0.1057 0.2221 -0.0593
H -0.0171 0.8589 0.3917 -0.0452 -0.0916 0.1380
C -1.9639 1.4700 3.7324 -0.0303 0.0429 0.0356
Br -2.6621 2.9031 2.6700 -0.0365 0.1241 -0.1574
Br -2.4080 -0.2477 2.9866 -2.1119 1.4722 -0.8334
Br -0.0707 1.6626 4.0076 0.0188 -0.2773 -0.0504
H -2.4324 1.5277 4.7022 -0.0568 -0.0258 0.0649
C 0.4748 5.0543 1.6102 -0.1196 -0.0531 -0.0647
Br -0.2324 6.6773 0.8717 0.1102 0.0806 -0.0130
Br 2.1439 4.5826 0.7854 0.1754 0.0062 0.1078
Br 0.5992 5.1213 3.5246 0.0806 0.2863 -0.0351
H -0.2282 4.2710 1.3638 -0.0431 -0.0696 0.0207
C -4.7385 6.1290 0.8186 0.0230 0.0225 0.0821
Br -3.7056 6.8484 2.2615 0.1839 0.0485 -0.0550
Br -3.6324 5.0503 -0.3238 -0.0320 -0.1605 -0.1186
Br -6.2736 5.1611 1.4601 0.0185 -0.1062 -0.1070
H -5.1087 6.9526 0.2279 -0.0054 0.0796 -0.0307
C -3.6366 -3.4044 -4.6296 -0.0148 -0.0434 -0.0335
Br -3.6835 -3.0474 -6.5082 0.0178 -0.0135 -0.0331
Br -3.3427 -5.2776 -4.2645 0.0009 -0.0460 -0.0275
Br -2.3448 -2.3105 -3.7313 -0.0732 0.1650 -0.1736
H -4.6047 -3.1483 -4.2266 -0.0751 0.0055 0.0667
C 2.1733 -9.6346 -0.8924 -0.0646 0.0117 0.0666
Br 2.5390 -8.6821 0.7349 0.0151 0.0642 0.0152
Br 0.3164 -9.4802 -1.3732 0.2258 -0.3797 -0.0862
Br 3.3291 -9.0665 -2.3188 0.0238 0.0282 -0.0617
H 2.3795 -10.6785 -0.7153 0.0177 -0.0748 0.0276
C -2.5167 -6.4180 -0.1587 -0.1892 0.0092 0.0009
Br -1.0173 -6.4078 -1.4001 -1.6448 -0.9022 0.3129
Br -1.9487 -7.0899 1.5343 0.0467 0.0676 0.1217
Br -3.3515 -4.6984 -0.0734 0.0836 0.0089 0.0367
H -3.2367 -7.1197 -0.5506 -0.0296 -0.0086 -0.1444
C -6.2760 0.2282 -3.1863 0.0285 0.0919 0.0403
Br -5.8527 1.8101 -4.1808 0.0272 0.0302 -0.0392
Br -6.7737 -1.2232 -4.3473 0.0254 -0.0738 -0.0243
Br -4.8451 -0.2517 -1.9925 -0.0573 0.0009 0.0542
H -7.1370 0.4506 -2.5769 -0.0700 0.0012 0.0503
C -6.7298 10.0483 3.6497 0.0670 0.0290 -0.0412
Br -6.4062 11.5831 2.5436 0.0204 -0.0090 -0.0294
Br -6.9752 8.4447 2.6230 -0.2490 -0.0047 -0.0796
Br -5.3374 9.7964 4.9484 0.0933 0.0952 0.1013
H -7.6501 10.2277 4.1821 -0.0616 0.0282 0.0606
C 5.7282 -0.2215 -2.4920 -0.0658 -0.0808 0.0434
Br 5.7157 -1.1973 -0.8235 0.2497 0.3543 0.0812
Br 4.2562 -0.7114 -3.6252 0.0709 0.0584 0.0685
Br 5.7877 1.6704 -2.1974 -0.0871 0.0487 0.0266
H 6.6332 -0.4969 -3.0129 0.0530 -0.0052 0.0046
C 9.4874 1.8110 -2.7002 0.0950 0.0939 0.0556
Br 10.1331 3.4178 -3.5209 0.0066 0.0155 -0.0291
Br 8.9921 0.4993 -4.0200 0.0688 -0.1083 -0.0615
Br 10.7402 1.0938 -1.4374 0.0232 -0.0309 0.0179
H 8.5910 2.0626 -2.1568 -0.0742 0.0019 0.0205
C -1.6229 10.8964 7.3014 0.0308 0.0184 -0.1293
Br -2.3263 9.1074 7.3113 -0.0967 -0.0351 0.0477
Br -0.2655 11.0807 5.9548 0.0490 0.0538 -0.0453
Br -3.0138 12.2032 7.0937 -0.0359 0.0201 -0.0066
H -1.1545 11.0822 8.2543 0.0220 -0.0649 0.0974
C 4.9108 0.5153 -7.6587 0.0456 -0.0048 0.1345
Br 3.7566 -0.9115 -7.0959 -0.2297 -0.1591 -0.2441
Br 4.0907 2.2324 -7.4240 0.0040 0.0202 0.0416
Br 6.6022 0.3927 -6.7515 0.0661 0.1343 -0.0001
H 5.0978 0.3876 -8.7127 0.0090 -0.0392 -0.0787
C -6.5828 6.6868 6.3476 0.0509 -0.1327 0.0318
Br -5.6335 7.1935 7.9397 0.0078 0.0020 0.0207
Br -5.4134 5.8834 5.0499 -0.0774 -0.0299 0.2685
Br -8.0851 5.5584 6.7450 -0.0514 -0.0332 0.0120
H -6.9684 7.5932 5.9076 -0.0020 0.0626 -0.0547
```
Positions in Å, forces in eV/Å.

Net charge: +1
Calculated total energy, eV: -2984307.516
Molar mass, g/mol: 3763.45

Results of the Löwdin charge analysis, in e, for atoms 1 through 99:
1. C -0.060
2. C -0.407
3. O -0.141
4. C -0.245
5. C -0.209
6. C -0.179
7. C -0.239
8. C -0.296
9. P 0.810
10. F -0.181
11. C -0.174
12. C -0.527
13. O 0.154
14. O 0.096
15. H 0.082
16. H 0.067
17. H 0.076
18. H 0.102
19. H -0.105
20. H 0.133
21. H 0.130
22. H 0.083
23. H 0.057
24. H 0.106
25. H 0.103
26. H 0.102
27. H 0.000
28. H 0.037
29. H 0.058
30. H -0.013
31. H 0.084
32. H 0.085
33. H 0.135
34. C -1.571
35. Br 0.622
36. Br 0.579
37. Br 0.614
38. H -0.034
39. C -1.548
40. Br 0.591
41. Br 0.757
42. Br 0.623
43. H -0.018
44. C -1.659
45. Br 0.566
46. Br 0.558
47. Br 0.557
48. H -0.095
49. C -1.615
50. Br 0.510
51. Br 0.551
52. Br 0.552
53. H -0.027
54. C -1.621
55. Br 0.612
56. Br 0.564
57. Br 0.538
58. H -0.086
59. C -1.622
60. Br 0.582
61. Br 0.555
62. Br 0.605
63. H -0.024
64. C -1.566
65. Br 0.594
66. Br 0.633
67. Br 0.625
68. H -0.017
69. C -1.630
70. Br 0.600
71. Br 0.608
72. Br 0.551
73. H -0.030
74. C -1.615
75. Br 0.603
76. Br 0.565
77. Br 0.576
78. H -0.025
79. C -1.588
80. Br 0.666
81. Br 0.594
82. Br 0.633
83. H -0.095
84. C -1.658
85. Br 0.605
86. Br 0.574
87. Br 0.596
88. H -0.095
89. C -1.645
90. Br 0.541
91. Br 0.577
92. Br 0.570
93. H -0.031
94. C -1.634
95. Br 0.542
96. Br 0.595
97. Br 0.549
98. H -0.028
99. C -1.660

---

# 2
Here is a structure of composition C26H23ClEuIN2O6S2 from OMol25. Energies are from the ωB97M-V functional and the def2-TZVPD basis.

Structure (XYZ):
```
62
Properties=species:S:1:pos:R:3:forces:R:3
Eu -0.0246 -0.9999 -0.7738 -0.2751 0.6698 0.3491
O -0.9454 -3.3771 0.1179 0.7701 -1.3060 0.7652
C 0.0430 -4.4512 0.1550 0.2917 2.9062 -0.6931
C 1.5030 -3.9364 -0.1042 0.3083 -1.4551 0.3675
C 2.4993 -4.7930 0.3956 1.5646 1.8505 -0.3483
C 3.8179 -4.3116 0.3341 1.1572 -0.5511 0.1813
C 4.1912 -3.1580 -0.4064 0.3291 -1.2147 0.8920
C 3.1475 -2.4631 -0.9064 -1.4430 1.1797 0.4515
N 1.8618 -2.7930 -0.6561 -1.0341 -0.0688 -0.8156
H -1.1369 -3.0723 1.0456 0.3406 -0.0752 -1.1615
H -0.2225 -5.2814 -0.4823 -0.1528 0.1449 -0.7150
H 0.0930 -4.8516 1.1238 -0.0873 -0.5539 1.5147
H 2.2848 -5.6796 0.9415 -0.2224 -0.5741 0.3030
H 4.6248 -4.8231 0.9112 -0.7855 0.1560 -0.6429
H 5.2087 -2.7343 -0.5206 -0.7053 -0.7241 0.2854
H 3.2671 -1.4757 -1.3350 -0.0177 -0.0317 -0.3846
C 1.8261 4.7415 4.9415 -0.8689 1.8965 0.0611
O 1.9391 4.1102 3.6656 0.4032 0.3652 1.0747
C 1.0920 3.1031 3.3712 -1.9680 -1.4122 0.4303
C -0.0643 2.6905 4.1327 -0.1858 1.9021 2.9242
C -0.8583 1.5916 3.8229 1.4339 0.9014 -1.7978
C -0.5028 0.8487 2.6450 0.3225 1.3946 1.4083
C -1.3215 -0.2335 2.2425 1.9505 -2.0116 -0.9352
C -2.7621 -0.1888 2.5420 -1.4201 -0.8322 1.5536
O -0.8158 -1.2424 1.6339 -1.6860 1.5722 1.0934
C 0.6669 1.2708 1.8974 -1.4408 -4.0567 -3.6592
O 1.0042 0.6191 0.7848 -0.5888 1.3919 2.2086
C 1.3223 2.4056 2.2266 2.9420 2.7028 -0.2039
H 2.7340 5.3743 5.1629 -0.6482 -1.0161 -0.6288
H 1.6640 4.0558 5.8104 0.0025 0.3753 -0.9369
H 0.9799 5.5235 4.8387 0.9728 -1.3233 0.6148
H -0.3261 3.3412 5.0753 0.4311 -1.4868 -1.8599
H -1.7418 1.3470 4.4012 0.2455 0.0852 0.0665
H -3.3082 -0.3433 1.6140 -0.0760 -0.2012 -0.0297
H -3.1080 0.7529 3.0052 0.3071 -0.4664 -0.3880
H -3.0234 -1.0298 3.2712 0.2330 0.8903 -1.0801
H 2.1422 2.7883 1.5691 -0.7352 -0.6971 0.5241
Cl 0.8341 4.8422 -5.3035 0.2905 0.2326 -0.2038
C 1.1077 3.3999 -4.3303 -0.9691 1.7634 1.0442
C 2.3938 3.0621 -3.9795 0.2486 0.3160 -0.8948
C 2.6119 1.9202 -3.2122 -1.1575 -0.1960 0.5277
I 4.5913 1.3374 -2.8851 -0.2981 -0.1128 0.1541
C 1.5154 1.1701 -2.6603 0.9155 -0.9010 0.1319
O 1.7362 0.1060 -1.9602 -0.5264 1.1200 -1.2294
C 0.1301 1.6885 -2.9188 0.4101 1.9742 -0.1303
N -0.9356 1.0674 -2.3976 -0.0857 0.0746 0.6827
C -2.1376 1.6451 -2.3958 1.4348 -0.3894 1.0965
C -2.3827 2.9599 -2.7926 1.7800 -1.0578 -1.0895
C -1.3636 3.6300 -3.4483 1.2706 -1.3237 -1.1137
C -0.0465 2.9732 -3.5924 -0.6822 -1.3239 0.3861
H 3.2420 3.7079 -4.3321 -0.9524 -0.9380 0.1692
H -2.8949 1.0812 -1.8724 -0.2339 -0.2180 -0.3031
H -3.4065 3.1907 -2.7437 -0.9770 1.2304 0.0242
H -1.5631 4.5074 -4.0577 0.1805 0.1544 0.4716
C -4.6126 -4.0255 -1.5582 -0.7858 1.6869 0.5347
O -3.2999 -3.5295 -1.9331 -1.6850 -2.8845 -0.0121
C -2.9051 -2.2652 -1.8724 0.6831 -0.8634 -1.3017
S -3.6930 -1.2112 -0.9322 -0.8038 1.5785 1.3620
S -1.5919 -2.0511 -2.9235 0.0171 0.0083 -0.4456
H -5.0161 -3.6191 -0.6047 0.6409 0.0815 -0.5627
H -4.6826 -5.0858 -1.4680 1.1479 -0.9142 0.0263
H -5.3822 -3.8271 -2.3189 0.4724 0.5756 -0.1133
```
Positions in Å, forces in eV/Å.

Spin multiplicity: 8
<S²>: 15.759
Net charge: -1
Energy relative to the best compared isomer or geometry (same formula, charge and spin), kJ/mol: 129.2
Calculated total energy, eV: -104225.154
Molar mass, g/mol: 837.93

The molecule's natural (NBO) atomic charges, reported in e, are given here:
1. Eu 1.319
2. O -0.723
3. C -0.085
4. C 0.230
5. C -0.273
6. C -0.148
7. C -0.270
8. C 0.058
9. N -0.479
10. H 0.520
11. H 0.200
12. H 0.174
13. H 0.210
14. H 0.206
15. H 0.232
16. H 0.252
17. C -0.264
18. O -0.492
19. C 0.342
20. C -0.375
21. C -0.134
22. C -0.332
23. C 0.595
24. C -0.717
25. O -0.693
26. C 0.512
27. O -0.793
28. C -0.363
29. H 0.194
30. H 0.189
31. H 0.176
32. H 0.196
33. H 0.207
34. H 0.271
35. H 0.217
36. H 0.225
37. H 0.228
38. Cl -0.078
39. C -0.107
40. C -0.221
41. C -0.280
42. I 0.095
43. C 0.372
44. O -0.760
45. C 0.176
46. N -0.443
47. C 0.033
48. C -0.261
49. C -0.171
50. C -0.086
51. H 0.233
52. H 0.220
53. H 0.214
54. H 0.222
55. C -0.270
56. O -0.535
57. C 0.026
58. S -0.278
59. S -0.274
60. H 0.199
61. H 0.183
62. H 0.178

---

# 3
Here is an isolated molecule of C6H10O2 from OMol25. Energies are from the ωB97M-V functional and the def2-TZVPD basis.

Structure (XYZ):
```
18
Properties=species:S:1:pos:R:3:forces:R:3
C -1.7817 0.0208 -0.8144 -2.5849 -3.1696 -1.3903
C -0.3965 -0.5016 -0.5310 -0.3992 2.4930 -0.8507
C 0.5812 -0.1131 -1.6993 -1.5071 -0.8153 0.7845
O 1.7988 -0.3462 -1.1392 2.2216 0.0054 0.9236
C 1.7545 0.1239 0.1898 0.7142 0.7660 1.5698
C 0.3248 -0.2948 0.7490 1.5506 -0.4846 -1.3207
C -0.1950 0.0829 2.1117 2.0201 3.0874 0.1932
O -0.0247 -1.6143 0.2411 -0.0610 0.1175 -0.1892
H -2.5925 -0.8388 -0.8369 1.6406 1.3669 0.2284
H -1.9316 0.4536 -1.8348 0.6796 -0.2214 0.7746
H -2.1708 0.7097 -0.1199 -0.1884 0.9653 1.0288
H 0.5144 -0.7355 -2.5800 -0.3162 -0.3214 -0.2530
H 0.4094 0.9304 -2.0253 0.0079 -0.0797 0.4118
H 1.8684 1.2702 0.1590 -0.5015 -1.3382 0.3395
H 2.6519 -0.2483 0.7952 -1.2658 0.1582 -1.0259
H -1.2753 0.0998 2.1228 -0.2003 -0.8791 0.6411
H 0.4457 -0.2084 3.0282 -1.5415 -0.5623 -1.5692
H 0.0191 1.2098 2.1838 -0.2688 -1.0882 -0.2963
```
Positions in Å, forces in eV/Å.

SMILES: C[C@@]12COC[C@]1(C)O2
Energy relative to the best compared isomer or geometry (same formula, charge and spin), kJ/mol: 242.3
Calculated total energy, eV: -10476.659
Molar mass, g/mol: 114.14

The molecule's natural (NBO) atomic charges, reported in e, are given here:
1. C -0.655
2. C 0.197
3. C -0.081
4. O -0.512
5. C -0.090
6. C 0.174
7. C -0.653
8. O -0.472
9. H 0.227
10. H 0.223
11. H 0.216
12. H 0.198
13. H 0.161
14. H 0.166
15. H 0.201
16. H 0.237
17. H 0.245
18. H 0.217